DFT (ωB97M-V/def2-TZVPD) results for a structure of composition C17H23BrN5O5PS2 in a non-equilibrium geometry.

```
54
Properties=species:S:1:pos:R:3:forces:R:3
O 1.85031 -3.83255 6.16240 -0.44 0.20 -1.01
C 1.30434 -3.49828 5.13511 0.52 -0.35 0.89
O 1.54805 -4.25288 3.98963 -0.92 1.65 0.62
C 0.32225 -2.27507 5.18020 -0.07 -0.33 -0.88
C 1.05726 -0.87634 5.49773 -0.87 -0.61 -0.93
C 1.19672 -0.14693 4.11501 -0.38 2.00 -0.85
C 0.44722 1.05935 3.76182 1.29 -0.77 -1.95
P -0.72096 1.88492 4.96500 0.77 0.08 1.39
O -0.05654 3.44864 5.14913 0.11 -1.73 -1.13
Br -2.73127 2.18032 3.92305 0.75 0.15 -0.38
C 0.57240 1.71960 2.38001 1.90 -2.27 -0.68
C 1.43588 1.18911 1.33571 -1.13 0.74 2.40
C 1.45103 1.90151 -0.04622 -0.69 -0.01 0.09
C 0.47051 1.20613 -1.11782 0.84 0.95 0.44
S 0.45398 -0.63130 -1.00881 -1.32 -0.10 -0.22
C -0.82811 -1.18048 0.13667 1.45 -0.67 2.74
N -0.41236 -1.86326 1.25215 -1.12 1.61 -2.83
N -1.52894 -2.21655 1.94024 -2.58 1.12 -1.74
C -2.58921 -1.73089 1.26203 2.49 -0.90 1.42
O -2.20141 -1.04894 0.11301 0.66 -1.01 1.21
C 2.24960 -0.02474 1.68940 -0.49 0.32 -0.13
N 3.11669 -0.64394 0.80830 -0.96 -0.09 3.42
S 3.73454 -1.90565 1.69738 -1.09 0.80 0.42
N 2.95134 -1.78576 3.15333 -0.80 2.25 -1.62
C 2.13007 -0.67837 3.04669 0.13 0.26 -0.73
H 1.25521 -3.74297 3.20459 0.04 -0.35 0.51
H -0.44024 -2.49238 5.98218 0.99 0.09 -0.76
H -0.24766 -2.21185 4.20194 0.58 0.12 1.10
H 2.03459 -1.02676 6.02333 -0.80 0.03 -0.66
H 0.36015 -0.33919 6.19987 0.89 -0.19 -0.94
H 0.84468 3.42711 4.75987 -0.67 0.27 0.16
H -0.03751 2.63190 2.14307 0.62 -1.03 0.42
H 2.48048 2.03329 -0.48847 -1.00 -0.56 0.60
H 1.04711 2.95436 0.07520 0.49 -1.16 0.09
H -0.56474 1.63887 -1.08481 0.98 -0.54 0.06
H 0.91740 1.45252 -2.12374 -0.90 -0.71 0.96
H -3.61176 -1.89761 1.66437 0.76 0.66 -1.13
C -1.55890 -0.42587 -4.46222 -0.17 -0.13 0.19
C -1.40208 1.08868 -4.56294 0.18 -0.33 -0.28
C -1.73539 1.64960 -5.95811 0.05 0.32 0.13
O -0.72580 1.43513 -6.93323 -0.36 -0.10 0.08
C -0.75082 0.15274 -7.53802 0.33 0.11 -0.08
N -0.04203 1.45447 -4.14512 -0.03 0.28 -0.40
H -0.74036 -0.96513 -4.94105 -0.01 0.10 -0.02
H -1.57181 -0.73522 -3.41474 0.07 0.05 -0.07
H -2.49742 -0.75373 -4.91633 0.04 0.02 -0.02
H -2.10840 1.53430 -3.85476 0.02 0.10 -0.07
H -1.82800 2.73659 -5.86853 0.09 -0.02 -0.05
H -2.70547 1.28419 -6.31699 0.04 -0.15 0.02
H -1.76906 -0.22957 -7.65025 0.00 0.00 0.09
H -0.14237 -0.54905 -6.96407 -0.14 -0.17 -0.03
H -0.30277 0.24112 -8.52907 -0.05 0.09 0.04
H 0.02998 2.47049 -4.12346 -0.03 -0.04 0.04
H 0.58964 1.18633 -4.89967 -0.07 -0.06 0.09
```
Forces are in eV/Å.

Its HOMO energy is -8.932 eV. The calculation puts the molar mass at 552.4 g/mol. As for the orbital gap: 7.72 eV. The value obtained for the largest force on an atom is 0.0692 hartree/bohr. As for the total energy: -5023.23041 Eh.

=====

DFT (ωB97M-V/def2-TZVPD) results for a structure of composition C40H35As2BF4O3Pt in a non-equilibrium geometry.

```
86
Properties=species:S:1:pos:R:3:forces:R:3
Pt -0.39235 -0.63728 -0.40596 -0.33 0.18 -0.44
C -1.58204 2.83199 0.04656 0.07 -0.11 -0.02
C -0.26036 2.86542 -0.72100 0.10 -0.04 0.16
As -0.06011 1.28109 -1.83610 -0.21 0.05 0.15
C 1.60741 1.45779 -2.77562 0.06 0.05 0.07
C 1.96793 0.43534 -3.64783 0.05 0.05 -0.02
C 3.14027 0.53574 -4.38026 0.00 0.01 0.01
C 3.95539 1.65273 -4.23541 0.01 -0.01 0.00
C 3.60633 2.66111 -3.34922 -0.02 0.00 0.02
C 2.43100 2.56528 -2.61376 0.02 -0.07 0.02
C -1.33803 1.78904 -3.21755 -0.06 -0.05 0.03
C -2.50333 1.06504 -3.43679 0.07 -0.08 -0.05
C -3.48605 1.55360 -4.29066 0.02 0.02 -0.02
C -3.29885 2.76364 -4.94161 0.04 0.00 0.04
C -2.11153 3.46730 -4.76694 -0.03 -0.03 -0.01
C -1.13691 2.98278 -3.90850 -0.02 -0.05 0.00
As -1.74499 1.75665 1.71854 -0.04 0.05 0.04
C -3.67817 2.15245 1.87184 -0.03 0.09 0.01
C -4.05974 3.49131 1.99426 0.00 -0.10 0.02
C -5.39798 3.85153 2.07336 0.02 -0.03 0.01
C -6.38389 2.87345 2.05297 0.04 -0.04 0.02
C -6.01748 1.53684 1.98014 0.04 0.06 0.02
C -4.67590 1.17977 1.89438 0.00 0.01 -0.01
C -2.02047 -0.08445 1.06564 0.04 -0.07 -0.10
C -2.64633 -0.40415 -0.16336 0.13 -0.13 0.05
C -3.14197 -1.71287 -0.39964 -0.01 -0.02 0.07
C -3.00189 -2.68812 0.55864 -0.04 0.01 -0.02
C -2.38372 -2.38688 1.78603 -0.02 0.00 -0.01
C -1.90044 -1.12252 2.02989 -0.05 0.05 0.06
H -2.42487 2.61623 -0.61287 -0.06 -0.01 -0.04
H -1.74834 3.83355 0.44200 -0.10 0.08 -0.01
H 0.58723 2.95654 -0.04472 0.04 -0.12 0.01
H -0.25318 3.72446 -1.39116 -0.02 0.08 -0.06
H 1.33767 -0.44101 -3.74153 0.01 -0.02 -0.03
H 3.42517 -0.26169 -5.05502 -0.01 0.02 0.01
H 4.87330 1.72918 -4.80596 -0.03 -0.01 0.03
H 4.25190 3.52044 -3.21898 -0.01 -0.02 -0.01
H 2.17418 3.33787 -1.90000 0.02 0.03 -0.02
H -2.63292 0.10025 -2.96135 -0.03 0.03 0.07
H -4.39820 0.98959 -4.44240 0.03 0.01 0.00
H -4.07317 3.15866 -5.58742 0.04 -0.03 -0.02
H -1.94754 4.39676 -5.29810 -0.01 -0.02 0.02
H -0.20967 3.53035 -3.78316 -0.01 0.04 0.02
H -3.30208 4.26520 2.04319 -0.01 0.03 -0.04
H -5.67061 4.89705 2.15688 0.01 -0.03 0.00
H -7.42933 3.15044 2.10878 0.02 0.00 0.00
H -6.77720 0.76477 1.98860 0.01 0.01 0.00
H -4.41867 0.12729 1.85235 -0.01 0.02 -0.05
H -2.95551 0.40152 -0.81012 -0.04 0.05 -0.13
H -3.66731 -1.92375 -1.32322 0.06 0.00 -0.02
H -3.37968 -3.68680 0.37234 0.00 0.05 0.03
H -2.28676 -3.15467 2.54354 0.00 0.01 -0.01
H -1.44836 -0.88761 2.98678 0.05 -0.02 -0.01
O 1.03742 -1.61228 1.55269 0.36 0.08 0.17
C 2.18923 -2.27590 1.27562 -0.25 -0.45 0.95
C 2.57417 -1.92247 -0.48414 0.33 0.18 -1.24
O 3.71127 -2.22008 -0.71202 -0.32 -0.03 0.29
O 1.58518 -1.52011 -1.08257 -0.03 -0.09 0.40
C 3.32673 -1.85872 2.17765 0.01 0.08 -0.09
C 3.20483 -2.26202 3.51034 0.02 -0.02 -0.03
C 4.13509 -1.85628 4.44921 0.05 0.03 0.01
C 5.18890 -1.03079 4.07145 -0.06 -0.04 -0.03
C 5.30378 -0.62146 2.75425 0.00 0.04 0.04
C 4.37413 -1.02804 1.80679 -0.03 0.02 -0.02
C 1.92833 -3.74189 1.10166 0.04 0.14 -0.23
C 2.94981 -4.66878 1.30277 0.02 0.01 -0.03
C 2.69964 -6.01927 1.12681 -0.01 -0.02 0.00
C 1.44069 -6.45248 0.72877 0.02 0.01 0.00
C 0.42771 -5.52890 0.50164 0.01 0.02 0.00
C 0.67118 -4.17757 0.67755 0.03 0.01 0.05
H 1.25364 -0.71291 1.89113 -0.07 0.11 -0.19
H 2.37663 -2.89699 3.80469 0.02 0.02 -0.01
H 4.03492 -2.17670 5.47939 -0.01 0.02 -0.05
H 5.90713 -0.69512 4.80854 0.00 -0.02 -0.01
H 6.10697 0.04147 2.45713 -0.05 -0.03 0.01
H 4.46434 -0.67404 0.79103 0.01 0.02 0.06
H 3.93328 -4.32771 1.59967 -0.03 0.00 -0.01
H 3.49242 -6.73616 1.29775 -0.02 0.01 -0.01
H 1.25401 -7.50920 0.58271 0.00 0.03 0.02
H -0.55116 -5.85999 0.17750 0.03 0.00 0.01
H -0.11081 -3.45470 0.48373 -0.02 -0.01 0.02
F 1.29341 2.94826 2.46557 0.10 -0.14 -0.11
B 2.02470 1.81953 2.10459 0.01 0.05 -0.09
F 3.19792 2.16822 1.43286 -0.18 -0.15 0.20
F 2.25186 0.97260 3.19979 0.00 0.08 -0.20
F 1.21076 1.03229 1.16499 0.24 0.08 0.26
```
Forces are in eV/Å.

Its HOMO energy (alpha / beta) is -7.514 / -8.447 eV. The calculation puts the molar mass at 995.4 g/mol. As for the orbital gap (alpha / beta): 7.75 / 5.61 eV. The energy above the lowest of the compared OMol25 structures with the same formula, charge and spin comes out at 179.22 kJ/mol. Its expectation value of S² is 2.015. The value obtained for the largest force on an atom is 0.0252 hartree/bohr. As for the total energy: -6786.30958 Eh. The spin multiplicity is 3.

=====

DFT (ωB97M-V/def2-TZVPD) results for a structure of composition C46H40As2F15GeMoN2S.

```
108
Properties=species:S:1:pos:R:3:forces:R:3
Mo -0.41603 -0.44300 -0.41661 0.14 -0.06 0.08
C -2.65489 -3.55991 0.28851 -0.01 0.00 0.02
As -0.81888 -2.96942 0.29507 0.03 0.09 -0.03
C 0.06724 -4.43520 -0.61584 0.00 -0.01 0.00
C -0.08836 -3.04080 2.07877 0.01 -0.01 -0.01
C -0.55961 -3.93881 3.02629 0.00 0.01 0.01
C 0.05361 -4.00965 4.27185 -0.01 0.00 -0.01
C 1.13977 -3.19745 4.56476 0.01 0.00 0.00
C 1.61943 -2.29978 3.61794 0.00 0.00 -0.01
C 1.00249 -2.21893 2.37574 -0.01 -0.01 -0.01
As 1.62934 -1.01087 1.01391 -0.05 -0.01 0.00
C 2.54952 0.45859 1.84844 -0.01 0.02 0.01
C 3.04316 -1.88656 0.02694 0.00 0.02 -0.01
H -2.74527 -4.48339 0.85898 -0.01 0.00 0.00
H -2.93678 -3.75313 -0.74605 0.01 0.00 0.00
H -3.29702 -2.79073 0.70225 -0.02 0.00 0.00
H -0.51191 -4.73275 -1.48789 0.01 0.00 0.00
H 0.10505 -5.26982 0.08369 0.00 0.00 0.01
H 1.07756 -4.17528 -0.91865 0.01 0.00 0.00
H -1.40613 -4.57998 2.81413 0.00 0.00 0.00
H -0.31676 -4.70561 5.01284 0.00 0.00 0.00
H 1.62005 -3.26339 5.53268 0.00 0.00 0.00
H 2.46972 -1.67371 3.86166 0.00 -0.01 0.00
H 3.31601 0.05973 2.51199 0.00 0.00 0.00
H 1.86341 1.08600 2.40860 0.02 -0.01 -0.01
H 3.03093 1.04133 1.06410 0.00 -0.01 0.00
H 3.79856 -2.23220 0.73176 0.00 0.00 0.01
H 3.48627 -1.16015 -0.65407 0.01 -0.01 0.00
H 2.66024 -2.72977 -0.54061 0.00 -0.01 0.01
C 4.37312 4.65369 -1.40669 0.00 0.00 0.00
C 3.32639 4.37321 -2.49914 0.00 0.00 -0.01
C 2.44481 5.61810 -2.70710 0.00 0.00 0.00
C 4.04305 4.04126 -3.80719 -0.01 0.00 0.00
C 2.43749 3.23931 -2.02934 -0.01 -0.01 0.00
C 1.70318 3.35488 -0.84133 0.00 0.01 0.01
C 0.90642 2.32414 -0.41546 0.01 0.01 -0.02
N 0.78050 1.17566 -1.11813 -0.03 -0.05 0.02
C 1.45570 1.04565 -2.28224 0.00 -0.02 -0.02
C 2.28820 2.04661 -2.74053 0.00 0.00 0.00
C 1.17644 -0.20660 -3.01897 0.01 0.01 0.02
C 1.69748 -0.49095 -4.25940 0.00 0.00 -0.01
C 1.32087 -1.64544 -4.95879 -0.01 -0.01 0.00
C 0.38007 -2.46246 -4.33319 0.01 0.00 0.00
C -0.09364 -2.13487 -3.08225 0.00 0.01 -0.01
N 0.30049 -1.04508 -2.40353 -0.05 0.00 0.01
C 1.90202 -1.93604 -6.32822 -0.01 0.01 -0.01
C 3.43263 -2.01836 -6.20197 0.00 0.00 0.00
C 1.51728 -0.77948 -7.26896 0.00 -0.01 0.01
C 1.37409 -3.24875 -6.90530 0.00 0.00 0.00
H 5.01336 5.47366 -1.73040 0.00 0.00 0.00
H 5.00763 3.78306 -1.23044 0.00 0.00 0.00
H 3.91513 4.95001 -0.46241 0.00 0.00 0.00
H 3.07109 6.44218 -3.04751 0.00 0.00 0.00
H 1.95586 5.93569 -1.78571 0.00 0.00 0.00
H 1.67904 5.44171 -3.46393 0.00 0.00 0.00
H 4.67194 4.88363 -4.09108 0.00 0.00 0.00
H 3.34205 3.87468 -4.62807 0.00 0.00 0.00
H 4.69662 3.17131 -3.70876 0.00 0.00 0.00
H 1.74906 4.25475 -0.24461 0.00 0.00 0.00
H 0.33408 2.39461 0.50020 -0.01 0.00 0.00
H 2.82025 1.91249 -3.66897 0.00 0.00 -0.01
H 2.39274 0.19758 -4.71574 0.00 0.00 0.00
H 0.00733 -3.35488 -4.81341 0.00 0.00 0.00
H -0.83251 -2.76075 -2.60116 0.01 0.01 -0.01
H 3.87094 -1.08546 -5.84382 0.00 0.00 0.00
H 3.85969 -2.22192 -7.18341 0.00 0.00 0.00
H 3.73385 -2.82512 -5.53160 0.00 0.00 0.00
H 1.92011 0.17762 -6.93402 0.00 0.00 0.00
H 0.43442 -0.68701 -7.36339 0.00 0.00 0.00
H 1.92553 -0.97764 -8.25953 0.00 0.00 0.00
H 1.62947 -4.10436 -6.27673 0.00 0.00 0.00
H 1.82957 -3.41695 -7.87998 0.00 0.00 0.00
H 0.29313 -3.22562 -7.05579 0.00 0.00 0.00
F -6.13765 1.32608 2.60056 0.01 0.00 0.00
C -5.86977 0.02907 2.71150 -0.01 0.00 0.01
C -4.55723 -0.40199 2.85333 0.02 0.00 0.01
C -4.34132 -1.76946 2.93324 -0.02 -0.02 -0.01
F -3.07245 -2.22329 3.02915 0.00 0.00 -0.01
C -5.36515 -2.68776 2.89404 0.00 0.02 0.01
F -5.11113 -3.98867 2.95545 0.01 -0.01 0.00
C -6.67332 -2.22715 2.77399 0.00 0.00 -0.01
F -7.66341 -3.08597 2.73512 0.00 0.00 0.00
C -6.92866 -0.86520 2.67874 0.00 0.00 0.02
F -8.16634 -0.43387 2.55338 0.01 0.00 -0.01
Ge -3.05090 0.77760 2.96662 0.06 -0.04 -0.06
S -2.02307 0.29178 0.83582 -0.09 0.03 -0.05
C -1.68790 0.31494 4.25125 0.00 0.01 -0.02
C -1.89143 -0.54579 5.32027 0.01 0.01 0.01
F -3.07643 -1.12009 5.49951 0.00 -0.01 0.02
C -0.88616 -0.82512 6.23228 0.00 0.01 0.00
F -1.08969 -1.67589 7.22021 0.00 0.00 0.00
C 0.35135 -0.21688 6.08550 -0.01 0.00 0.00
F 1.32960 -0.50062 6.91993 0.00 0.00 0.00
C 0.57700 0.66635 5.03816 -0.01 0.00 0.02
F 1.77325 1.22825 4.88458 0.00 0.01 0.00
C -0.44424 0.91614 4.14783 0.00 -0.03 0.00
F -0.21053 1.76538 3.12282 -0.01 0.01 0.00
C -3.35664 2.67295 2.89839 -0.01 -0.01 0.05
C -4.13664 3.13675 3.94716 0.00 0.02 -0.02
F -4.57952 2.23420 4.83635 -0.01 0.00 -0.01
C -4.45412 4.47045 4.10566 0.01 0.01 -0.01
F -5.20312 4.88051 5.10760 0.00 0.00 0.00
C -3.95431 5.38081 3.18018 -0.02 0.01 0.01
F -4.23447 6.65676 3.30193 0.01 0.00 0.00
C -3.14948 4.94984 2.13175 0.00 0.00 -0.01
F -2.66180 5.82410 1.26505 0.00 -0.01 0.00
C -2.85864 3.60556 2.00755 -0.01 -0.02 -0.01
F -2.06337 3.21707 0.99192 0.01 0.02 0.00
```
Forces are in eV/Å.

The total charge is +3. Its HOMO energy (alpha / beta) is -16.001 / -16.001 eV. The calculation puts the molar mass at 1256.3 g/mol. As for the orbital gap (alpha / beta): 6.08 / 6.25 eV. The energy above the lowest of the compared OMol25 structures with the same formula, charge and spin comes out at 0.00 kJ/mol. Its expectation value of S² is 2.062. The value obtained for the largest force on an atom is 0.0034 hartree/bohr. As for the total energy: -10398.32448 Eh. The spin multiplicity is 3.

=====

DFT (ωB97M-V/def2-TZVPD) results for a cluster of 2 separate species, C5H6NO4 in total in a non-equilibrium geometry.

```
16
Properties=species:S:1:pos:R:3:forces:R:3
C -1.97279 -0.94608 0.11988 -0.58 0.51 0.31
C 1.90697 -1.80313 -0.08955 -0.35 -2.27 -0.73
C -1.13059 0.07747 -0.01696 -0.66 1.16 0.97
C 0.30666 -0.03380 0.15087 -1.25 0.51 -1.49
C -1.62135 1.50992 -0.22915 -1.76 0.71 0.68
N 2.92990 0.84436 0.56777 2.80 2.74 -1.13
O 2.90023 -1.15462 -0.20158 0.49 -0.80 0.04
O 0.67537 -1.31980 -0.04382 -0.87 0.77 1.03
O 3.50975 1.56124 -0.04353 -2.18 -2.38 1.66
O 1.00135 0.96906 0.22256 0.36 -0.50 0.26
H -2.97445 -0.55360 -0.01471 -0.39 -0.91 0.07
H -1.81426 -1.97326 0.46351 0.22 0.50 -0.48
H 1.64605 -2.93224 -0.11416 1.78 1.32 0.04
H -2.71405 1.59686 -0.58355 1.88 -0.62 -0.25
H -1.76608 2.18241 0.68388 0.99 -1.27 -0.66
H -0.88271 1.97522 -0.87146 -0.48 0.53 -0.33
```
Forces are in eV/Å.

The total charge is +1. Its HOMO energy is -14.277 eV. The calculation puts the molar mass at 144.1 g/mol. As for the orbital gap: 7.97 eV. The energy above the lowest of the compared OMol25 structures with the same formula, charge and spin comes out at 261.65 kJ/mol. The value obtained for the largest force on an atom is 0.0793 hartree/bohr. As for the total energy: -549.43037 Eh.